# C6H10OS

The molecule C6H10OS in a non-equilibrium geometry (ωB97M-V/def2-TZVPD, OMol25).

Values from the calculation:
HOMO (eV): -8.5
Spin multiplicity: 1
SMILES: CCO[C@@H]1CCC1=S
Maximum force (eV/A): 3.07
Gap between HOMO and LUMO (eV): 8.2
Energy relative to the best compared isomer or geometry (same formula, charge and spin) (kJ/mol): 324.5

```
18
C6H10OS (ωB97M-V/def2-TZVPD)
C -2.0863 -1.3429 0.7307
C -1.0669 -0.4743 1.4207
C 0.2774 -0.0761 -0.4826
C 1.6313 -0.1705 -1.2159
C 1.9922 1.2627 -0.7559
C 0.5706 1.5516 -0.4347
H -2.0157 -1.0229 -0.3780
H -2.0129 -2.4059 1.1175
H -3.0370 -0.9340 1.2598
H -0.9531 -0.8303 2.5250
H -1.5340 0.5459 1.5311
H -0.5594 -0.3604 -1.1035
H 1.3147 -0.3341 -2.3192
H 2.4419 -0.9682 -0.9505
H 2.7660 1.4195 0.0778
H 2.3697 1.8576 -1.5809
O 0.1865 -0.6563 0.8395
S -0.2852 2.9384 -0.2809
```

Here are the natural (NBO) charges for atoms 1 to 8, given in e: C -0.648; C -0.080; C 0.050; C -0.425; C -0.521; C -0.057; H 0.212; H 0.225

# C6H10OS

The molecule C6H10OS in a non-equilibrium geometry (ωB97M-V/def2-TZVPD, OMol25).

Values from the calculation:
HOMO (spin up / spin down) (eV): -4.3 / -9.7
Spin multiplicity: 3
Maximum force (eV/A): 4.87
Gap between HOMO and LUMO (spin up / spin down) (eV): 5.1 / 7.3
Energy relative to the best compared isomer or geometry (same formula, charge and spin) (kJ/mol): 248.6

```
18
C6H10OS (ωB97M-V/def2-TZVPD)
C 0.8024 0.2145 -1.8133
C 0.9716 0.4555 -0.5222
C -0.2061 -0.8194 -2.1723
C -0.0164 -0.1541 0.4100
C -1.2161 0.7543 0.6593
C 0.5565 -0.6827 1.7357
O 0.0712 -2.7495 -0.1588
S -0.7425 -1.6238 -0.5782
H 1.3190 0.7013 -2.5959
H 1.6417 1.2084 -0.3022
H -1.2381 -0.3143 -2.5380
H 0.1575 -1.4834 -2.9100
H -1.4652 0.7081 1.8086
H -2.0277 0.5033 -0.0027
H -0.8540 1.7125 0.4287
H -0.1866 -1.5109 2.1174
H 0.4988 0.2696 2.4210
H 1.5122 -1.0417 1.4746
```

Here are the natural (NBO) charges for atoms 1 to 8, given in e: C -0.216; C -0.243; C -0.642; C -0.245; C -0.632; C -0.616; O -0.713; S 1.111